# C48H65As2N2O2PS3Tl

A molecular structure, C48H65As2N2O2PS3Tl (ωB97M-V/def2-TZVPD, the OMol25 dataset).

For the HOMO energy, the calculation gives -10.2 eV. The value obtained for the orbital gap is 8.24 eV. Its charge is +1. As for the total energy: -226066.22770 eV. As for the lowest unoccupied orbital energy: -1.927 eV.

CARTESIAN COORDINATES (ANGSTROEM)
Tl (1.1056, 0.1408, 0.6980)
C (6.3157, 1.7765, 0.1726)
C (5.7838, 0.6739, -0.7383)
S (3.9994, 0.6886, -1.0482)
C (3.7783, 2.2577, -1.9312)
C (3.5237, 3.5198, -1.0891)
S (2.4220, 3.2395, 0.3314)
C (3.3591, 3.7926, 1.8016)
C (4.8675, 3.6024, 1.8451)
S (5.4917, 1.8906, 1.7973)
H (6.2303, 2.7501, -0.3064)
H (7.3711, 1.5957, 0.3756)
H (5.9764, -0.3106, -0.3106)
H (6.2918, 0.7303, -1.7025)
H (2.9232, 2.0776, -2.5843)
H (4.6526, 2.4017, -2.5679)
H (3.0344, 4.2644, -1.7159)
H (4.4463, 3.9554, -0.7172)
H (2.8839, 3.2497, 2.6202)
H (3.1528, 4.8550, 1.9393)
H (5.2200, 4.0157, 2.7905)
H (5.3726, 4.1536, 1.0551)
C (3.9410, -4.3465, 3.1998)
O (3.2212, -3.9003, 2.0468)
C (2.8480, -2.6293, 1.9188)
O (2.0798, -2.3119, 1.0330)
N (3.3566, -1.7451, 2.8259)
N (3.0576, -0.3872, 2.6682)
H (3.9867, -5.4265, 3.1119)
H (3.4130, -4.0774, 4.1150)
H (4.9609, -3.9558, 3.2118)
H (4.1500, -1.9963, 3.3932)
H (3.8497, 0.1297, 2.2852)
H (2.8076, 0.0026, 3.5699)
C (-0.9907, 1.4429, -2.1465)
C (-1.7196, 0.2178, -2.7062)
As (-2.6882, -0.7411, -1.2489)
C (-1.9458, -2.5387, -1.5095)
C (-0.6787, -2.7866, -0.9842)
C (-0.0908, -4.0391, -1.0592)
C (-0.7832, -5.0828, -1.6593)
C (-2.0507, -4.8563, -2.1755)
C (-2.6300, -3.5949, -2.1017)
C (-4.4213, -0.9815, -2.1075)
C (-5.5524, -0.9629, -1.2951)
C (-6.8194, -1.1163, -1.8414)
C (-6.9651, -1.2949, -3.2088)
C (-5.8425, -1.3313, -4.0255)
C (-4.5778, -1.1744, -3.4786)
As (0.4241, 2.2601, -3.2806)
C (-0.6162, 2.1263, -4.9323)
C (-0.5539, 1.0521, -5.8136)
C (-1.4297, 0.9761, -6.8884)
C (-2.3751, 1.9711, -7.0916)
C (-2.4418, 3.0484, -6.2191)
C (-1.5627, 3.1257, -5.1491)
C (1.6514, 0.7507, -3.5279)
C (2.6343, 0.8975, -4.5090)
C (3.5564, -0.1084, -4.7535)
C (3.5173, -1.2823, -4.0116)
C (2.5693, -1.4306, -3.0125)
C (1.6529, -0.4152, -2.7689)
H (-0.5493, 1.2549, -1.1630)
H (-1.7240, 2.2360, -1.9793)
H (-1.0557, -0.4898, -3.1904)
H (-2.4441, 0.5427, -3.4515)
H (-0.1318, -1.9823, -0.5048)
H (0.8923, -4.1915, -0.6312)
H (-0.3374, -6.0673, -1.7184)
H (-2.5937, -5.6692, -2.6409)
H (-3.6217, -3.4423, -2.5080)
H (-5.4260, -0.8261, -0.2267)
H (-7.6906, -1.0905, -1.1993)
H (-7.9522, -1.4058, -3.6384)
H (-5.9537, -1.4819, -5.0918)
H (-3.7093, -1.2094, -4.1264)
H (0.1750, 0.2659, -5.6605)
H (-1.3752, 0.1335, -7.5661)
H (-3.0523, 1.9122, -7.9336)
H (-3.1766, 3.8277, -6.3747)
H (-1.6174, 3.9696, -4.4688)
H (2.6718, 1.8116, -5.0930)
H (4.3024, 0.0245, -5.5264)
H (4.2242, -2.0760, -4.2157)
H (2.5335, -2.3334, -2.4154)
H (0.9279, -0.5574, -1.9803)
C (0.3692, -1.3690, 4.9080)
C (-0.3436, -0.0109, 4.9917)
C (-1.4615, -0.1121, 6.0267)
C (0.6639, 1.0647, 5.4106)
P (-0.8803, 0.3465, 3.2142)
C (-2.1718, -0.9288, 2.9727)
C (-3.4958, -0.8617, 3.4044)
C (-4.3694, -1.9105, 3.1586)
C (-3.9343, -3.0464, 2.4874)
C (-2.6182, -3.1330, 2.0622)
C (-1.7501, -2.0774, 2.3004)
C (-1.7075, 2.0401, 3.0767)
C (-2.5030, 2.5523, 4.2766)
C (-0.5647, 3.0289, 2.7912)
C (-2.5984, 1.9824, 1.8314)
H (0.9070, -1.5625, 5.8403)
H (1.0823, -1.4026, 4.0810)
H (-0.3483, -2.1767, 4.7583)
H (-1.0398, -0.4698, 6.9704)
H (-2.2276, -0.8222, 5.7174)
H (-1.9315, 0.8499, 6.2178)
H (1.1566, 0.7749, 6.3422)
H (0.1753, 2.0234, 5.5823)
H (1.4333, 1.2142, 4.6464)
H (-3.8614, 0.0042, 3.9386)
H (-5.3944, -1.8445, 3.5013)
H (-4.6207, -3.8613, 2.2975)
H (-2.2675, -4.0116, 1.5352)
H (-0.7204, -2.1524, 1.9649)
H (-1.8606, 2.7511, 5.1341)
H (-3.2860, 1.8640, 4.5887)
H (-2.9823, 3.4956, 4.0013)
H (0.1307, 3.0940, 3.6297)
H (-0.9729, 4.0289, 2.6236)
H (-0.0047, 2.7458, 1.8967)
H (-3.4690, 1.3454, 1.9762)
H (-2.0482, 1.5931, 0.9712)
H (-2.9449, 2.9902, 1.5874)

Forces on atoms 1 to 2 (eV/Å):
Tl 0.1 0.1 0.2
C -0.1 -0.1 0.2